DFT (ωB97M-V/def2-TZVPD) results for a structure of composition C13H10AuN3O2S3Sb.

Geometry as XYZ:
```
33
Properties=species:S:1:pos:R:3
C -0.34 -2.94 0.67
S 0.16 0.79 -3.67
C -0.17 4.24 0.82
N -0.37 -0.57 1.20
N -0.26 2.72 -1.01
C -0.10 5.30 -0.09
H 0.01 -3.53 -1.34
H -0.29 -6.73 1.47
S 2.78 1.01 -1.18
H 0.04 -5.95 -0.87
Au -0.09 0.70 -1.37
C -0.32 -1.52 0.28
H -0.21 3.45 -2.92
C -0.30 -5.67 1.24
S 2.53 3.79 -3.86
C -0.12 -5.24 -0.07
C -0.20 3.72 -1.88
H -0.05 5.83 -2.18
O -0.26 -1.30 -1.01
C -0.50 -4.76 2.25
H -0.84 -3.00 3.82
C -0.52 -3.39 1.99
N -0.31 0.64 0.62
C -0.25 2.95 0.34
C -0.14 -3.89 -0.33
C -0.12 5.04 -1.44
Sb 2.49 1.56 -3.40
H -0.03 6.31 0.27
O -0.73 -2.51 3.00
H -0.37 1.85 2.29
H -0.15 4.41 1.88
H -0.65 -5.10 3.27
C -0.32 1.78 1.21
```

Computed properties:
**Highest occupied orbital energy (alpha / beta)**: -0.2700 / -0.2799 hartree
**Multiplicity**: 2
**Charge**: 0
**<S²>**: 0.7649
**Orbital gap (alpha / beta)**: 5.64 / 5.77 eV
**Energy above the lowest of the compared OMol25 structures with the same formula, charge and spin**: 0.483 eV